# 1
Formula: C39H65FInO25
Source: the OMol25 dataset
Level of theory: wB97M-V/def2-TZVPD

Properties
Multiplicity: 1
LUMO: 1.80 eV
HOMO: -4.985 eV
HOMO-LUMO gap: 6.79 eV
Net charge: -1
E_tot: -3696.19560 Eh

CARTESIAN COORDINATES (ANGSTROEM)
1 C -5.2607 -1.5229 -4.8186
2 C -5.2895 -0.0108 -5.1634
3 C -5.6133 0.8894 -3.9499
4 C -4.5744 2.0007 -3.7718
5 C -3.1902 1.4405 -3.4027
6 C -2.8872 1.5516 -1.9068
7 C -2.3177 2.9096 -1.5170
8 C -0.8058 2.9306 -1.7499
9 C -0.1274 1.9145 -0.8102
10 C 1.1633 2.3590 -0.1490
11 C 2.3710 2.4015 -1.0970
12 C 3.6567 2.1735 -0.3006
13 C 4.8093 1.6053 -1.1406
14 C 6.1412 1.8016 -0.3961
15 C 7.1572 0.6673 -0.6012
16 In 6.3569 -1.3903 -0.3222
17 O 4.2904 -1.4799 0.0449
18 F 6.7619 -2.4882 -2.0161
19 H -6.1214 -2.0351 -5.2334
20 H -4.3517 -1.9710 -5.2189
21 H -5.2320 -1.6332 -3.7423
22 H -6.0103 0.1403 -5.9659
23 H -4.3207 0.2881 -5.5604
24 H -6.5801 1.3543 -4.1571
25 H -5.7059 0.3117 -3.0298
26 H -4.9088 2.7524 -3.0546
27 H -4.4927 2.5035 -4.7390
28 H -2.4294 2.0060 -3.9476
29 H -3.0797 0.4132 -3.7462
30 H -2.1247 0.8062 -1.6748
31 H -3.7543 1.2696 -1.3106
32 H -2.7843 3.7101 -2.1016
33 H -2.4721 3.0928 -0.4543
34 H -0.4066 3.9328 -1.5721
35 H -0.5733 2.7067 -2.7934
36 H 0.0051 0.9661 -1.3299
37 H -0.8400 1.7135 -0.0062
38 H 1.0325 3.2836 0.4159
39 H 1.4035 1.5824 0.5827
40 H 2.2457 1.7068 -1.9261
41 H 2.4225 3.4123 -1.5114
42 H 3.5180 1.4837 0.5331
43 H 4.0106 3.1345 0.0797
44 H 4.8460 2.2099 -2.0519
45 H 4.6191 0.5672 -1.4037
46 H 5.9573 1.9535 0.6701
47 H 6.5750 2.7373 -0.7705
48 H 7.6649 0.7507 -1.5636
49 H 7.9341 0.7864 0.1595
50 H 7.1244 -2.2156 1.0538
51 H 4.1425 -2.3770 0.3656
52 C -3.2729 -4.2643 -1.9455
53 C -3.1753 -4.4314 -0.4480
54 O -3.3769 -3.0951 0.0187
55 C -4.0630 -2.4202 -0.9345
56 O -4.4957 -1.3181 -0.7819
57 O -4.1519 -3.1331 -2.0698
58 H -3.6914 -5.1361 -2.4413
59 H -2.3200 -4.0204 -2.4040
60 H -3.9611 -5.0720 -0.0413
61 H -2.2075 -4.8086 -0.1254
62 C -8.5314 -0.7231 -1.3084
63 C -7.6451 -1.4599 -0.3288
64 O -7.4663 -2.7284 -0.9735
65 C -7.6678 -2.5542 -2.3051
66 O -7.4304 -3.3635 -3.1406
67 O -8.1752 -1.3212 -2.5562
68 H -8.3444 0.3479 -1.3291
69 H -9.5947 -0.8972 -1.1267
70 H -6.6711 -0.9871 -0.2089
71 H -8.1043 -1.5869 0.6491
72 C -1.9643 0.4505 4.2034
73 C -0.7834 0.8454 3.3711
74 O -1.3915 1.3303 2.1708
75 C -2.6485 1.7349 2.4811
76 O -3.3619 2.3511 1.7517
77 O -2.9866 1.3497 3.7388
78 H -1.7902 0.5824 5.2675
79 H -2.2795 -0.5771 4.0208
80 H -0.1982 1.6500 3.8184
81 H -0.1266 0.0079 3.1594
82 C 2.3787 -2.5110 3.6085
83 C 2.2946 -3.8898 4.2213
84 O 1.3236 -3.7091 5.2578
85 C 0.5529 -2.6449 4.9279
86 O -0.4466 -2.3375 5.4974
87 O 1.0693 -1.9852 3.8632
88 H 2.5857 -2.5284 2.5413
89 H 3.1132 -1.8728 4.1007
90 H 1.9226 -4.6387 3.5187
91 H 3.2400 -4.2302 4.6354
92 C 2.5175 3.7487 6.5066
93 C 3.3234 3.5229 5.2454
94 O 3.1895 2.1138 5.0481
95 C 2.0603 1.7058 5.6708
96 O 1.5797 0.6260 5.5487
97 O 1.5499 2.6964 6.4455
98 H 2.0281 4.7189 6.5331
99 H 3.1141 3.6250 7.4125
100 H 2.9046 4.0405 4.3807
101 H 4.3693 3.7984 5.3506
102 C 1.5361 -3.7076 -1.6203
103 C 2.2899 -4.2590 -2.8092
104 O 1.3047 -5.0966 -3.4363
105 C 0.0841 -4.6489 -3.0733
106 O -0.9475 -5.0089 -3.5535
107 O 0.1803 -3.7229 -2.0897
108 H 1.8409 -2.6998 -1.3500
109 H 1.6105 -4.3512 -0.7417
110 H 2.5890 -3.4812 -3.5122
111 H 3.1648 -4.8382 -2.5280
112 C 10.4305 -4.4846 1.9974
113 C 11.5823 -4.2114 1.0552
114 O 10.9328 -3.6118 -0.0595
115 C 9.7506 -3.0668 0.3760
116 O 9.0645 -2.3614 -0.2712
117 O 9.4985 -3.4654 1.6558
118 H 10.7112 -4.4096 3.0461
119 H 9.9692 -5.4592 1.8202
120 H 12.3015 -3.5011 1.4713
121 H 12.1093 -5.1141 0.7526
122 C -4.1931 5.9808 -0.7625
123 C -4.0501 5.8742 0.7380
124 O -4.0174 7.2517 1.1372
125 C -4.6354 7.9825 0.1778
126 O -4.9227 9.1314 0.2852
127 O -4.8826 7.2273 -0.9203
128 H -4.7695 5.1640 -1.1887
129 H -3.2296 6.0412 -1.2708
130 H -4.9073 5.3905 1.2082
131 H -3.1439 5.3584 1.0436

=====

# 2
Formula: C36H46CaN5O8S3Si
Source: the OMol25 dataset
Level of theory: wB97M-V/def2-TZVPD

Properties
Multiplicity: 1
LUMO: 2.24 eV
Energy relative to the best compared isomer or geometry (same formula, charge and spin): 0.719 eV
HOMO: -5.116 eV
HOMO-LUMO gap: 7.35 eV
Net charge: -1
E_tot: -4437.27911 Eh

CARTESIAN COORDINATES (ANGSTROEM)
1 Ca 0.5632 0.7805 0.1105
2 O 1.6733 0.3906 4.2698
3 S 2.0623 1.2973 3.2125
4 O 3.1749 2.1761 3.5076
5 N 2.2118 0.5665 1.8062
6 C 3.4103 -0.0161 1.4503
7 C 4.4710 -0.2495 2.3123
8 C 5.6723 -0.8437 1.8890
9 C 5.8601 -1.2352 0.5962
10 C 4.8075 -1.0367 -0.3266
11 C 4.9322 -1.4244 -1.6801
12 C 3.9095 -1.2190 -2.5580
13 C 2.7354 -0.6146 -2.0725
14 N 2.5858 -0.2506 -0.8242
15 C 3.5901 -0.4425 0.0802
16 C 0.6521 2.3399 2.8682
17 C 0.8745 3.7088 2.8219
18 C -0.1904 4.5620 2.5733
19 C -1.4626 4.0498 2.3704
20 C -1.6787 2.6800 2.4315
21 C -0.6244 1.8139 2.6898
22 H 4.3848 0.0365 3.3496
23 H 6.4549 -0.9873 2.6244
24 H 6.7801 -1.6964 0.2593
25 H 5.8592 -1.8869 -2.0005
26 H 3.9784 -1.5056 -3.5981
27 H 1.8936 -0.4222 -2.7322
28 H 1.8805 4.0796 2.9562
29 H -0.0214 5.6298 2.5164
30 H -2.2881 4.7158 2.1542
31 H -2.6694 2.2729 2.2736
32 H -0.7932 0.7429 2.7297
33 N 4.5131 5.5364 -5.2444
34 C 3.5632 5.0143 -4.3620
35 C 2.2072 5.2903 -4.5412
36 C 1.2707 4.8170 -3.6403
37 C 1.6799 4.0606 -2.5499
38 C 3.0258 3.7824 -2.3603
39 C 3.9624 4.2606 -3.2583
40 S 0.4677 3.3900 -1.4603
41 O 1.1758 3.0927 -0.2183
42 O -0.6149 4.3440 -1.4220
43 N 0.0730 1.9648 -2.0038
44 C -1.0149 1.7174 -2.8020
45 S -2.2573 2.8510 -3.2507
46 C -3.0724 1.5920 -4.0999
47 C -2.3527 0.4506 -4.0126
48 N -1.1927 0.5121 -3.2845
49 H 4.1631 5.7189 -6.1715
50 H 5.3832 5.0292 -5.2683
51 H 1.8897 5.8882 -5.3878
52 H 0.2199 5.0398 -3.7715
53 H 3.3317 3.1977 -1.5023
54 H 5.0144 4.0519 -3.1012
55 H -4.0130 1.7489 -4.6004
56 H -2.6455 -0.4908 -4.4558
57 C 0.1440 -4.0523 3.7015
58 C -1.1200 -3.2795 3.3457
59 C -2.3636 -4.0675 3.7420
60 C -1.1023 -1.9128 4.0181
61 O -1.1070 -3.1465 1.9267
62 Si -1.7780 -1.9960 0.9599
63 O -0.8425 -0.7583 0.6825
64 O -3.2161 -1.5694 1.6667
65 C -4.2918 -0.8502 1.0727
66 C -5.2008 -1.8435 0.3558
67 C -5.0378 -0.1910 2.2274
68 C -3.7922 0.2161 0.1001
69 O -2.2227 -2.7824 -0.4310
70 C -1.4069 -3.5300 -1.3224
71 C -2.1415 -3.5248 -2.6589
72 C -0.0353 -2.8799 -1.4878
73 C -1.2754 -4.9522 -0.7895
74 H 0.2026 -4.2263 4.7782
75 H 1.0223 -3.4843 3.3921
76 H 0.1497 -5.0162 3.1883
77 H -2.4077 -4.1958 4.8267
78 H -2.3495 -5.0545 3.2744
79 H -3.2596 -3.5400 3.4136
80 H -1.0590 -2.0234 5.1041
81 H -2.0061 -1.3512 3.7721
82 H -0.2268 -1.3408 3.7109
83 H -5.5683 -2.5880 1.0653
84 H -4.6466 -2.3561 -0.4302
85 H -6.0588 -1.3321 -0.0884
86 H -5.3941 -0.9508 2.9256
87 H -5.8939 0.3821 1.8644
88 H -4.3700 0.4814 2.7691
89 H -3.2564 -0.2280 -0.7410
90 H -3.1132 0.9049 0.6053
91 H -4.6368 0.7865 -0.2940
92 H -2.2356 -2.4987 -3.0180
93 H -3.1404 -3.9471 -2.5323
94 H -1.6030 -4.1114 -3.4071
95 H -0.1580 -1.8502 -1.8321
96 H 0.5560 -3.4240 -2.2290
97 H 0.5171 -2.8739 -0.5462
98 H -2.2619 -5.4147 -0.7139
99 H -0.8215 -4.9445 0.2020
100 H -0.6583 -5.5549 -1.4610

=====

The lowest LUMO belongs to which entry? C39H65FInO25